No. 1
Formula: C13H22BrI2NO4P2Si
Source: the Open Molecules 2025 dataset
Level of theory: ωB97M-V with the def2-TZVPD basis set

As for the HOMO energy: -8.083 eV. The calculation puts the electronic energy at -136217.43923 eV. Its SMILES is CNCP(Br)(CC(=O)I)(P(O)I)[Si](C)(C)C.O=C1C=CC(=O)C=C1. The value obtained for the energy above the lowest of the compared OMol25 structures with the same formula, charge and spin is 0.000 eV. For the frontier orbital gap, the calculation gives 6.80 eV. Its LUMO energy is -1.3 eV. The calculation puts the largest force on an atom at 0.7 eV Å⁻¹.

Structure (XYZ):
```
46
Properties=species:S:1:pos:R:3:forces:R:3:mulliken_charge:R:1
C 0.35343 0.78466 5.08136 -0.335 -0.200 -0.263 -0.950
N -0.59775 0.58994 3.98157 0.233 0.577 0.156 -0.053
C -0.06669 0.74891 2.66569 -0.148 -0.356 0.250 -1.160
P -0.11184 -0.72662 1.47009 0.155 0.582 -0.302 0.650
Br -1.87670 -1.92683 2.73536 -0.420 -0.280 0.354 -0.465
C -1.22995 -0.79860 -0.01828 -0.114 -0.309 0.279 -0.349
C -2.10234 0.38078 -0.32595 0.007 0.103 -0.047 -0.191
O -2.12124 0.89976 -1.38746 -0.125 0.123 -0.407 -0.417
I -3.48175 1.12032 1.14644 -0.018 -0.010 0.174 0.013
P 1.61311 0.31424 0.35602 0.406 0.238 0.069 -0.049
O 1.52539 -0.50175 -1.07432 -0.040 0.105 -0.125 -0.492
I 0.72643 2.52247 -0.32990 0.055 0.179 0.138 -0.205
Si 1.16221 -2.59641 1.88913 -0.121 -0.669 0.020 0.380
C 1.24390 -2.95072 3.71226 0.132 0.186 -0.129 -0.954
C 2.92530 -2.42071 1.29783 -0.083 0.053 0.138 -1.256
C 0.36047 -3.99279 0.94655 0.176 0.355 -0.046 -1.049
H -0.18522 1.17606 5.93789 -0.061 -0.027 0.139 0.372
H 1.14158 1.49714 4.83563 0.186 0.053 -0.020 0.326
H 0.78867 -0.16670 5.37394 0.193 -0.089 0.034 0.217
H -1.36501 1.23198 4.09631 -0.261 -0.178 -0.010 0.277
H 0.99653 0.99820 2.70168 0.159 -0.001 -0.034 0.497
H -0.55856 1.55506 2.13155 -0.076 0.012 -0.206 0.414
H -0.64972 -0.97381 -0.91996 0.258 0.088 0.026 0.428
H -1.88446 -1.65160 0.14055 -0.109 -0.062 0.110 0.603
H 2.02187 -0.00745 -1.74047 0.063 -0.222 -0.195 0.347
H 1.97220 -3.75423 3.82679 0.066 -0.126 0.022 0.383
H 1.62775 -2.09811 4.26760 -0.049 0.100 0.146 0.215
H 0.29086 -3.26513 4.11613 -0.124 0.028 0.105 0.324
H 3.45075 -1.64903 1.85451 0.134 0.137 -0.064 0.372
H 3.41153 -3.36880 1.53215 0.019 -0.138 0.027 0.387
H 3.03126 -2.25445 0.23130 0.018 0.115 -0.127 0.371
H 0.90777 -4.89996 1.19867 0.027 -0.155 -0.017 0.387
H -0.68518 -4.11484 1.19956 -0.131 -0.058 0.037 0.318
H 0.46630 -3.81684 -0.12244 -0.044 -0.085 -0.156 0.308
O 1.28505 1.82201 -4.67468 0.071 -0.053 0.020 -0.543
C 0.19679 2.29349 -4.93053 -0.095 0.038 -0.009 0.287
C -0.84223 2.44196 -3.88254 0.075 -0.017 -0.030 0.172
C -2.03945 2.94843 -4.16133 -0.016 0.021 -0.029 -0.246
C -2.38425 3.39377 -5.53547 0.069 -0.038 0.046 0.301
O -3.47164 3.85857 -5.79614 -0.059 0.032 -0.031 -0.545
C -1.34083 3.24759 -6.58599 0.003 -0.006 0.012 -0.407
C -0.14510 2.73815 -6.30617 0.023 -0.001 -0.003 -0.376
H -0.56051 2.11408 -2.89080 -0.085 -0.028 -0.066 0.080
H -2.81220 3.05926 -3.41095 -0.003 -0.017 -0.004 0.457
H -1.61586 3.57779 -7.57957 -0.026 0.008 0.005 0.406
H 0.62931 2.62078 -7.05362 0.014 -0.007 0.012 0.414
```
Positions in Å, forces in eV/Å.

=====

No. 2
Formula: C2H7NO
Source: the Open Molecules 2025 dataset
Level of theory: ωB97M-V with the def2-TZVPD basis set

As for the HOMO energy: -9.716 eV. The calculation puts the electronic energy at -5723.78189 eV. Its SMILES is C=N.CO. The value obtained for the energy above the lowest of the compared OMol25 structures with the same formula, charge and spin is 1.460 eV. For the frontier orbital gap, the calculation gives 10.77 eV. Its LUMO energy is 1.1 eV. The calculation puts the largest force on an atom at 2.7 eV Å⁻¹.

Structure (XYZ):
```
11
Properties=species:S:1:pos:R:3:forces:R:3:mulliken_charge:R:1
C 1.35124 1.96586 -0.35766 0.190 0.079 0.057 -0.270
N 0.71598 1.23760 -1.16662 -0.250 -0.136 0.062 -0.446
H 1.94528 2.82694 -0.65928 0.020 0.129 -0.047 0.241
H 1.34441 1.73894 0.70690 -0.080 -0.125 -0.038 0.233
H 0.80507 1.57174 -2.12501 0.049 -0.034 0.013 0.205
C -1.26666 -1.78239 0.80350 -0.300 0.797 -0.865 -0.482
O -0.06385 -1.29574 0.26556 1.179 -1.963 1.490 -0.503
H -1.93439 -0.96434 1.09346 -0.014 -0.081 0.213 0.245
H -1.79045 -2.36682 0.04322 -0.150 -0.256 0.165 0.231
H -1.03515 -2.39703 1.66678 0.022 -0.059 0.045 0.198
H -0.07148 -0.53475 -0.27085 -0.667 1.650 -1.094 0.347
```
Positions in Å, forces in eV/Å.

=====

No. 3
Formula: C2H9NOS2
Source: the Open Molecules 2025 dataset
Level of theory: ωB97M-V with the def2-TZVPD basis set

As for the HOMO energy: -8.918 eV. The calculation puts the electronic energy at -27425.28564 eV. Its SMILES is CSS.NCO. The value obtained for the energy above the lowest of the compared OMol25 structures with the same formula, charge and spin is 2.808 eV. For the frontier orbital gap, the calculation gives 8.08 eV. Its LUMO energy is -0.8 eV. The calculation puts the largest force on an atom at 4.1 eV Å⁻¹.

Structure (XYZ):
```
15
Properties=species:S:1:pos:R:3:forces:R:3:mulliken_charge:R:1
C 1.98122 1.52036 1.30724 -3.123 0.908 0.622 -0.649
S 2.36001 0.29383 -0.02803 3.491 -0.959 0.691 -0.054
S 1.62042 -0.50942 -1.79971 -0.845 0.688 -0.335 -0.227
H 0.81795 1.58350 1.39584 2.075 0.401 0.108 0.229
H 2.36237 1.13330 2.32814 -0.389 0.224 -2.030 0.263
H 2.44501 2.53609 1.04764 -0.787 -1.659 0.277 0.270
H 1.56376 -1.84227 -1.54780 -0.194 0.397 0.608 0.166
N -2.08176 -1.03237 0.64111 -0.306 -0.094 -0.379 -0.602
C -1.74425 -0.93579 -0.76818 1.965 1.596 1.876 0.032
O -1.51788 0.47996 -1.06502 1.615 1.306 -1.180 -0.520
H -2.77882 -0.31806 0.92027 0.928 -0.597 -0.199 0.256
H -1.17735 -0.91759 1.10485 -0.873 0.303 0.393 0.251
H -2.43708 -1.40145 -1.42178 -1.053 0.263 -0.643 0.278
H -0.83252 -1.51183 -0.81344 0.431 -0.060 -0.575 0.037
H -0.58108 0.92174 -1.30113 -2.935 -2.717 0.767 0.270
```
Positions in Å, forces in eV/Å.

=====

No. 4
Formula: C24H34N2O5
Source: the Open Molecules 2025 dataset
Level of theory: ωB97M-V with the def2-TZVPD basis set

As for the HOMO energy: -8.354 eV. The calculation puts the electronic energy at -38658.97860 eV. Its SMILES is CCCCCCOc1ccc(N2C(=O)C[C@H](N3CCC(C(=O)OCC)CC3)C2=O)cc1. The value obtained for the energy above the lowest of the compared OMol25 structures with the same formula, charge and spin is 1.282 eV. For the frontier orbital gap, the calculation gives 9.10 eV. Its LUMO energy is 0.7 eV. The calculation puts the largest force on an atom at 0.7 eV Å⁻¹.

Structure (XYZ):
```
65
Properties=species:S:1:pos:R:3:forces:R:3:mulliken_charge:R:1
C -5.07189 1.42173 7.07850 0.038 0.251 0.003 -1.151
C -4.79887 2.78873 6.46178 -0.063 -0.145 -0.203 -0.486
C -4.04107 2.71209 5.13591 0.131 0.072 0.356 -0.596
C -2.60156 2.22540 5.29064 -0.130 0.054 -0.384 -0.524
C -1.85392 2.25481 3.96062 0.318 -0.163 0.172 -0.406
C -0.40727 1.78323 4.12041 -0.399 0.097 0.191 -0.912
O 0.31752 1.82677 2.90776 0.166 0.008 -0.248 -0.449
C 0.13028 0.86352 1.97014 0.078 -0.102 -0.256 0.613
C 0.83525 1.04430 0.77748 -0.084 0.033 0.227 -0.748
C 0.75334 0.12356 -0.24307 -0.042 -0.106 0.063 0.543
C -0.04976 -1.00248 -0.09468 -0.064 0.187 0.333 0.030
N -0.15826 -1.95506 -1.14327 0.090 0.325 0.248 0.496
C -0.22976 -3.32593 -0.92667 -0.026 -0.483 -0.178 0.433
O -0.08218 -3.86719 0.13526 -0.022 -0.050 0.104 -0.609
C -0.54616 -3.97705 -2.25394 0.017 0.051 -0.012 -1.350
C -0.24219 -2.90538 -3.30338 -0.080 -0.315 -0.166 0.117
N 0.98715 -3.21159 -4.00773 -0.145 -0.023 -0.042 0.065
C 1.17894 -2.58083 -5.29744 -0.020 0.301 -0.113 -1.247
C 1.77193 -1.17086 -5.21792 0.047 -0.204 -0.101 -0.595
C 3.10747 -1.22536 -4.46204 -0.148 0.269 0.145 0.532
C 3.66700 0.18111 -4.37802 0.263 -0.487 -0.354 -0.207
O 4.50644 0.62165 -5.12100 0.031 0.107 -0.040 -0.628
O 3.09281 0.89139 -3.40805 -0.317 -0.007 0.393 -0.142
C 3.49539 2.25782 -3.29056 0.248 0.464 -0.024 -0.383
C 2.88822 2.82919 -2.02351 0.068 -0.332 -0.340 -1.144
C 2.88382 -1.85497 -3.08694 -0.039 -0.193 -0.123 0.438
C 2.21591 -3.22612 -3.23769 0.183 0.054 0.108 -1.343
C -0.25182 -1.60872 -2.47999 -0.308 -0.084 -0.337 0.009
O -0.33967 -0.48396 -2.89983 0.031 0.076 0.000 -0.594
C -0.76186 -1.18615 1.08107 0.087 -0.002 -0.280 -1.288
C -0.67105 -0.26591 2.10925 0.024 0.227 0.260 -0.265
H -4.14636 0.92621 7.35959 0.064 -0.126 0.049 0.310
H -5.68251 1.52718 7.97226 -0.045 -0.085 0.095 0.359
H -5.60411 0.78629 6.37383 -0.060 -0.121 -0.052 0.289
H -4.22955 3.39828 7.16710 -0.029 0.101 0.015 0.309
H -5.75275 3.29163 6.28663 0.019 0.073 0.064 0.325
H -4.02617 3.70644 4.68319 -0.010 -0.004 -0.099 0.362
H -4.57624 2.04759 4.45365 -0.039 0.006 -0.097 0.300
H -2.59591 1.20587 5.68011 0.045 -0.046 0.102 0.274
H -2.08139 2.86026 6.01174 0.030 -0.005 0.114 0.287
H -1.84411 3.27079 3.56065 -0.008 0.011 -0.054 0.287
H -2.36751 1.62114 3.23443 -0.025 0.029 -0.044 0.408
H 0.13144 2.46546 4.78445 -0.068 -0.137 -0.018 0.408
H -0.37089 0.77895 4.56034 0.042 0.062 -0.020 0.356
H 1.44992 1.92464 0.67943 0.085 0.111 -0.029 0.386
H 1.30293 0.28913 -1.15546 0.052 0.018 -0.102 0.254
H 0.03018 -4.88852 -2.40139 0.001 0.052 0.045 0.370
H -1.60408 -4.24561 -2.25166 -0.007 0.022 0.044 0.377
H -1.02824 -2.83539 -4.06149 0.069 0.075 0.156 0.651
H 1.86117 -3.22492 -5.86408 -0.029 0.034 -0.085 0.465
H 0.22219 -2.55609 -5.82268 0.027 -0.057 -0.027 0.516
H 1.08349 -0.50851 -4.69171 0.009 0.004 -0.064 0.199
H 1.92835 -0.78161 -6.22506 0.012 0.028 -0.046 0.478
H 3.81971 -1.82537 -5.03879 0.002 0.127 0.046 0.448
H 3.14967 2.80051 -4.17746 0.096 -0.082 0.097 0.312
H 4.59007 2.30190 -3.27031 -0.190 0.019 -0.043 0.336
H 1.80549 2.74040 -2.05728 -0.133 0.044 0.049 0.282
H 3.25833 2.28998 -1.15527 0.031 -0.017 0.133 0.251
H 3.15708 3.87755 -1.93138 0.016 0.103 0.033 0.474
H 2.25364 -1.19527 -2.49245 0.068 0.020 0.053 -0.603
H 3.83508 -1.97350 -2.56495 0.003 0.021 0.078 0.557
H 2.90422 -3.89858 -3.76275 0.039 -0.030 0.120 0.484
H 2.02313 -3.65073 -2.25065 0.072 -0.099 -0.029 0.515
H -1.38680 -2.05616 1.20366 -0.022 -0.058 0.013 0.393
H -1.23363 -0.44765 3.01066 -0.048 0.027 0.103 0.372
```
Positions in Å, forces in eV/Å.